Record 1
Below is the ion C4H13N2O with charge +1 in a non-equilibrium geometry, with properties calculated with ωB97M-V/def2-TZVPD.

XYZ file:
```
20
Properties=species:S:1:pos:R:3:forces:R:3:lowdin_charge:R:1
C 1.392427 1.192368 -0.712761 -2.037 -1.427 -1.417 -0.2161
O 1.783533 2.130294 0.226124 1.923 -2.962 0.906 0.0009
C -0.015289 0.482136 -0.340835 1.441 2.825 0.028 -0.3144
C -0.125059 -0.835073 -1.081865 -1.022 0.215 1.475 -0.1422
C -1.073890 -1.823238 -0.254422 -2.312 -0.845 -2.932 -0.1815
N -2.003609 -1.258517 0.833163 2.316 0.517 -1.036 -0.0205
N 0.163841 0.128920 1.094902 2.081 1.000 3.838 0.1171
H 2.100638 0.301065 -0.854195 -0.393 1.811 0.275 0.1496
H 1.114991 1.702364 -1.664077 0.945 -0.596 0.160 0.1412
H 1.283627 2.869136 0.059021 -1.561 3.126 -0.405 0.0597
H -0.825586 1.287756 -0.527502 0.923 -1.753 0.608 0.1847
H 0.859407 -1.330634 -1.126067 -0.302 0.334 -0.113 0.1168
H -0.420315 -0.544470 -2.093580 -0.318 -0.702 0.074 0.1299
H -0.401836 -2.655883 0.085863 -1.154 0.788 0.261 0.1253
H -1.834180 -2.242327 -1.046187 1.823 0.213 1.359 0.1410
H -2.452538 -2.038737 1.255141 -0.762 -0.357 0.284 0.0802
H -2.649293 -0.549430 0.469081 0.116 -0.834 0.081 0.1055
H -0.621996 -0.484609 1.440044 -0.230 -0.229 -0.472 0.0828
H 1.082371 -0.390531 1.028989 -1.183 0.389 0.833 0.1750
H 0.305691 0.843961 2.007322 -0.294 -1.513 -3.807 0.2650
```
Forces are in eV/Å.

Results
molar mass	105.2	g mol⁻¹
SMILES string	NCC[C@@H]([NH3+])CO
HOMO	-13.913	eV
total charge	+1
energy above the lowest of the compared OMol25 structures with the same formula, charge and spin	72.77	kcal per mole

=====

Record 2
Below is a structure of composition C41H66GeIN4OP3SW in a non-equilibrium geometry, with properties calculated with ωB97M-V/def2-TZVPD.

XYZ file:
```
119
Properties=species:S:1:pos:R:3:forces:R:3:lowdin_charge:R:1
W -0.771893 -1.454222 -0.115543 -2.720 0.517 7.159 0.6199
C -3.287618 1.040793 -4.199330 -0.204 0.435 0.248 -0.0837
C -2.999492 -0.216180 -3.374032 -0.072 -0.694 -0.314 -0.5064
C -2.246751 -1.181010 -4.279518 0.195 1.296 -1.188 -0.1482
P -2.024988 -0.013132 -1.796433 0.158 4.421 1.235 0.9539
C -0.623036 1.018417 -2.489659 0.065 0.698 0.007 -0.3684
N 0.377293 1.500033 -1.542299 0.298 0.498 0.573 -0.1580
Ge 0.589176 0.694070 0.181477 0.717 1.207 -0.075 0.8987
N 2.395846 0.145852 0.509733 -0.268 0.358 -0.376 -0.1615
C 2.785498 -1.272926 0.496915 -0.188 0.620 0.360 -0.3658
P 1.475385 -2.519820 0.015465 2.093 0.191 -1.861 1.0179
C 2.413414 -4.155198 0.195468 -0.143 -0.124 0.702 -0.4888
C 3.935286 -4.067895 0.010301 0.167 0.253 -0.186 -0.1053
C 2.135285 -4.732011 1.587646 -0.253 -0.208 0.170 -0.1452
C 1.370469 -2.304014 -1.877903 4.521 -8.746 -0.199 -0.5363
C 0.276447 -3.261739 -2.419004 1.011 -0.889 0.379 -0.1461
C 2.661110 -2.505643 -2.687398 0.193 0.705 -0.356 -0.0631
C 3.400189 1.061154 0.938815 0.046 -0.827 0.244 -0.1858
C 4.603333 0.594220 1.510176 0.018 0.185 0.052 -0.0296
C 5.566597 1.468216 1.997827 -0.287 0.124 -0.147 -0.0803
C 5.361651 2.836113 1.933948 0.095 0.089 0.090 -0.0833
C 4.199009 3.324798 1.361243 0.039 -0.566 -0.050 -0.0072
C 3.230560 2.453994 0.852243 0.545 0.283 0.202 -0.1591
N 2.090088 2.981496 0.189658 -0.970 -1.557 0.034 -0.0461
C 2.171482 3.163427 -1.214377 0.443 0.495 -0.361 -0.1626
C 3.101981 4.060884 -1.746663 -0.394 -0.250 -0.293 -0.0062
C 3.161561 4.293447 -3.111096 0.120 0.075 -0.050 -0.0850
C 2.288113 3.626739 -3.954099 -0.040 -0.056 0.331 -0.0819
C 1.370319 2.722968 -3.434475 0.171 0.115 0.010 -0.0279
C 1.295781 2.458541 -2.049836 -0.562 -0.573 -0.559 -0.1854
C 1.195885 3.803298 0.923498 0.109 0.673 0.131 -0.1621
C 1.380964 5.187543 0.967402 -0.358 -0.272 0.310 -0.0053
C 0.549751 5.986446 1.738421 -0.013 0.101 -0.016 -0.0826
C -0.472747 5.403706 2.471527 0.210 -0.201 -0.194 -0.0793
C -0.672679 4.029635 2.419813 0.061 0.153 -0.071 -0.0256
C 0.150084 3.201214 1.633383 -0.759 -0.392 0.323 -0.1931
N -0.099172 1.811050 1.543770 0.913 0.118 -0.393 -0.1748
C -1.111163 1.236316 2.400040 -0.084 0.419 -0.267 -0.4002
P -1.191906 -0.600967 2.171054 -0.209 0.355 2.093 0.8477
C 0.284939 -1.190593 3.246556 0.028 -0.208 0.192 -0.5109
C 0.742999 -0.257583 4.375279 0.134 0.512 -0.156 -0.0942
C 0.070499 -2.612425 3.766586 0.572 0.122 0.758 -0.2502
C -2.719657 -1.017234 3.211857 -0.228 0.102 -0.027 -0.5488
C -2.772146 -0.396144 4.609927 0.107 -0.097 0.150 -0.0962
C -3.973989 -0.627568 2.427879 -0.025 -0.145 -0.266 -0.1196
C -3.042199 1.238743 -0.804339 -0.200 0.312 -0.260 -0.5102
C -4.528268 0.868285 -0.797120 -0.052 -0.214 -0.039 -0.1108
C -2.841541 2.720469 -1.145703 0.261 0.179 0.094 -0.0887
H -3.873017 0.764086 -5.089694 0.223 -0.104 0.271 0.0974
H -2.366521 1.521853 -4.552261 -0.295 -0.058 0.117 0.0851
H -3.901375 1.757826 -3.646851 0.243 0.007 -0.137 0.0631
H -3.969964 -0.656827 -3.094976 0.312 0.009 0.088 0.1056
H -1.272751 -0.754888 -4.569201 -0.385 -0.135 -0.057 0.0941
H -2.824913 -1.384252 -5.195820 0.209 0.114 0.255 0.1108
H -2.078480 -2.091488 -3.800169 0.783 -0.960 0.173 -0.0431
H -1.094482 1.893787 -2.958913 0.119 -0.178 0.034 0.0800
H -0.126023 0.438704 -3.284397 -0.365 0.093 0.024 0.0863
H 3.087092 -1.564309 1.519213 0.090 -0.166 -0.223 0.0821
H 3.651748 -1.397103 -0.168255 -0.138 -0.172 0.189 0.0900
H 1.996642 -4.865951 -0.534637 -0.058 0.470 -0.021 0.1117
H 4.394891 -3.446269 0.791833 -0.122 -0.203 -0.169 0.0805
H 4.236660 -3.667194 -0.960874 -0.036 -0.040 0.196 0.0566
H 4.371838 -5.074541 0.093377 -0.237 0.245 0.037 0.0952
H 2.507281 -4.054508 2.371835 -0.109 -0.241 -0.137 0.0797
H 2.625719 -5.710185 1.703143 -0.015 0.335 -0.023 0.0909
H 1.057723 -4.884957 1.724363 0.386 0.027 0.149 -0.0077
H 1.025423 -1.211326 -2.061468 2.397 2.684 -1.857 -0.0154
H 0.564040 -4.317679 -2.267581 0.007 0.200 -0.259 0.0908
H 0.124155 -3.099184 -3.499571 0.063 -0.023 0.247 0.1014
H -0.713140 -3.069411 -1.868881 3.583 -1.791 -1.805 -0.1056
H 2.985270 -3.556645 -2.652837 -0.055 0.221 0.069 0.0830
H 3.462805 -1.834390 -2.352201 -0.040 -0.297 -0.075 0.0794
H 2.468334 -2.269528 -3.746614 0.049 -0.078 0.269 0.0928
H 4.828751 -0.456995 1.610678 -0.193 -0.065 -0.116 0.0904
H 6.476228 1.079221 2.436285 -0.024 -0.063 -0.029 0.1067
H 6.110057 3.518055 2.315711 -0.030 0.012 -0.002 0.1052
H 4.064525 4.395541 1.294744 -0.211 -0.001 -0.035 0.1095
H 3.778614 4.600611 -1.098739 -0.021 -0.117 0.167 0.1093
H 3.879103 4.996243 -3.513658 0.004 -0.007 0.028 0.1046
H 2.325702 3.805661 -5.020805 -0.054 -0.038 0.002 0.1059
H 0.732724 2.226531 -4.151253 -0.100 -0.110 0.160 0.0923
H 2.186679 5.651893 0.415453 0.028 -0.140 -0.118 0.1096
H 0.704469 7.056735 1.775527 0.012 -0.016 -0.022 0.1045
H -1.121264 6.021326 3.078954 -0.015 -0.053 0.021 0.1062
H -1.495720 3.633732 2.997922 0.044 -0.182 -0.043 0.0955
H -2.088772 1.689469 2.165611 -0.097 -0.274 0.159 0.0814
H -0.905614 1.467173 3.454741 -0.064 -0.181 -0.148 0.0847
H 1.138427 -1.224123 2.564694 -0.126 0.038 -0.269 0.0515
H -0.013196 -0.088934 5.147165 0.105 -0.036 -0.154 0.0672
H 1.063305 0.711732 3.966249 -0.115 -0.148 0.174 0.0756
H 1.628188 -0.688967 4.867924 -0.310 -0.005 -0.187 0.0918
H -0.736206 -2.649749 4.512259 0.144 -0.035 -0.115 0.0787
H 0.988622 -2.990733 4.241788 -0.162 0.261 -0.005 0.0886
H -0.195493 -3.287615 2.915273 1.644 0.898 2.640 -0.2293
H -2.754539 -2.109796 3.324262 0.253 0.354 -0.030 0.0546
H -2.742998 0.701293 4.570754 0.049 -0.266 0.115 0.0823
H -1.969771 -0.778689 5.247232 -0.054 0.255 -0.096 0.0597
H -3.709685 -0.689725 5.106997 0.173 0.123 -0.258 0.0914
H -4.026803 0.458390 2.264872 -0.061 -0.263 -0.024 0.0753
H -4.877940 -0.940735 2.971440 0.264 0.129 -0.124 0.0953
H -3.971983 -1.142911 1.456798 -0.137 0.270 0.123 0.0418
H -2.677403 1.124387 0.219451 0.085 -0.203 -0.077 0.0445
H -4.985058 1.014359 -1.785269 0.064 -0.004 0.241 0.0733
H -5.071630 1.499500 -0.078258 0.141 -0.203 -0.197 0.0913
H -4.666594 -0.184080 -0.508043 -0.109 0.229 -0.065 0.0626
H -3.151558 2.976841 -2.164097 0.065 -0.034 0.214 0.0670
H -1.789648 3.010208 -1.008176 -0.238 -0.035 -0.120 0.0714
H -3.430041 3.339450 -0.450161 0.082 -0.209 -0.192 0.0918
O 0.128929 -1.194911 -1.600788 -3.217 5.631 -4.186 -0.6869
I -1.384521 -3.636627 1.485384 6.438 -5.187 3.303 1.1864
C -3.465423 -3.515227 -2.851732 -0.111 -1.018 0.776 -0.2154
S -2.339247 -2.618104 -1.653621 -6.482 -2.480 -0.006 0.7259
C -3.120861 -3.314658 -0.186725 -4.512 0.898 -2.836 -0.6438
H -3.365313 -4.595590 -2.713354 0.008 0.165 0.226 0.0667
H -3.241190 -3.306421 -3.863826 0.319 0.152 -0.762 0.0198
H -4.500161 -3.216596 -2.674193 0.223 0.098 0.334 0.0673
H -4.172545 -3.012135 -0.130900 -0.313 -0.049 -0.321 0.0640
H -2.600588 -2.942625 0.707502 -5.149 2.099 -3.440 -0.3860
H -3.053262 -4.403588 -0.209722 -0.109 0.258 -0.200 0.0168
```
Forces are in eV/Å.

Results
2S+1	4
molar mass	1139.3	g mol⁻¹
HOMO (spin up / spin down)	-9.054 / -9.052	eV
total charge	+1

=====

Record 3
Below is a cluster of 4 separate species, C20H26F2O4S2 in total in a non-equilibrium geometry, with properties calculated with ωB97M-V/def2-TZVPD.

XYZ file:
```
54
Properties=species:S:1:pos:R:3:forces:R:3:lowdin_charge:R:1
F 2.896576 -3.969475 0.315616 0.224 1.986 0.978 0.0053
C 2.965329 -2.645718 0.758367 -0.960 2.770 -0.767 -0.1879
C 3.726028 -2.222244 1.907583 -0.062 -2.290 -0.584 -0.0430
C 3.709256 -0.886962 2.340397 0.950 0.446 0.469 -0.1159
C 3.142750 0.087325 1.517961 -0.160 0.966 0.691 -0.1306
C 2.433685 -0.229126 0.346248 0.044 0.018 0.014 -0.0973
C 2.230382 -1.595137 -0.016560 1.963 -0.015 2.300 -0.0030
H 4.367093 -2.999819 2.450493 -1.216 1.156 -0.781 0.1320
H 4.264164 -0.539910 3.308404 -1.081 -0.969 -2.001 0.1391
H 3.222517 1.150566 1.877930 -0.124 -1.147 -0.682 0.1135
H 2.054246 0.667932 -0.271683 0.281 -1.917 0.910 0.1329
H 1.497865 -1.704004 -0.787414 0.004 -0.966 -0.556 0.0811
F 1.312577 3.836651 -5.861332 -0.806 -0.077 0.693 0.0404
C 0.730461 2.933196 -5.006826 0.555 -0.288 -0.926 -0.2687
C 1.486925 1.857838 -4.690699 0.568 -2.967 3.841 -0.0016
C 0.974615 0.828691 -3.777585 -2.434 2.880 -2.425 -0.0316
C -0.418521 0.862180 -3.557973 1.609 1.443 -0.574 -0.0808
C -1.213036 1.948949 -3.983822 1.770 -0.298 -0.020 -0.0497
C -0.602872 3.000252 -4.649406 2.227 -3.086 0.978 -0.0104
H 2.540449 1.744112 -4.765749 0.780 0.612 -1.011 0.0989
H 1.513442 0.008680 -3.362408 0.729 -0.264 -0.137 0.0837
H -0.755132 0.017727 -3.068355 -1.422 -1.330 1.171 0.0588
H -2.264350 2.025269 -3.858554 -0.735 -0.341 0.283 0.0954
H -1.128529 3.670745 -5.133779 -2.853 3.689 -1.782 0.0675
C -0.789168 -3.484056 2.520712 2.910 3.254 -1.292 -0.0821
C -0.430303 -4.236748 1.202984 -1.641 -0.177 6.683 -0.2462
C -1.385534 -3.926728 0.293072 -6.179 -2.857 -4.949 -0.3273
S -1.889896 -2.330268 0.430808 2.708 3.649 0.483 0.6155
O -3.275046 -2.348502 0.644678 -2.941 0.413 0.119 -0.2801
O -1.269097 -1.417449 -0.516934 -0.595 -0.645 -0.565 -0.3347
C -1.040828 -1.949639 1.965521 0.574 -1.634 0.467 -0.1679
H -0.073943 -3.473673 3.370248 -0.111 -0.167 -0.907 0.1229
H -1.661677 -3.832377 2.876114 -3.236 -1.289 1.284 0.0603
H -0.394329 -5.242342 1.276034 0.185 -3.459 0.955 0.1112
H 0.414852 -3.998023 0.861200 7.131 2.304 -2.199 0.0355
H -2.323600 -4.620030 0.386192 1.189 1.574 0.315 0.1710
H -1.166304 -4.166209 -0.729278 0.670 0.287 -0.759 0.1271
H -1.735377 -1.256059 2.467365 0.355 -0.636 0.341 0.0956
H -0.065373 -1.433039 1.768630 -0.915 -0.572 -0.004 0.0944
C -2.321175 1.683134 1.288518 -0.243 2.013 0.537 -0.1922
C -0.852587 1.528582 1.611927 -2.507 -0.775 -4.483 -0.2594
C -0.313709 2.784271 1.963228 0.183 4.292 1.798 -0.2430
S -1.172457 4.083276 1.069560 6.292 -3.837 -4.798 0.6331
O -0.221943 4.470394 0.005437 -1.809 0.109 0.783 -0.3378
O -1.624174 5.012302 1.971786 -2.534 3.667 3.066 -0.2661
C -2.339255 2.960557 0.485990 -5.397 2.646 3.182 -0.2428
H -2.931450 1.900059 2.105368 -0.772 0.067 2.074 0.1006
H -2.817610 0.879176 0.815682 -0.032 -0.968 -0.936 0.1057
H -0.602075 1.179781 0.577066 1.426 -0.431 1.332 0.1496
H -0.800731 0.967683 2.427171 0.963 -3.654 2.761 0.0700
H 0.720637 2.865180 1.687532 0.601 0.436 0.576 0.1020
H -0.648433 3.209026 2.973181 1.273 -1.406 -0.599 0.1418
H -2.335033 2.727041 -0.467302 0.791 -0.462 -4.971 0.0466
H -3.340301 3.616960 0.636657 1.811 -1.752 -0.378 0.1684
```
Forces are in eV/Å.

Results
molar mass	432.6	g mol⁻¹
SMILES string	O=S1(=O)CCCC1.O=S1(=O)CCCC1.Fc1ccccc1.Fc1ccccc1
HOMO	-9.248	eV
total charge	0
energy above the lowest of the compared OMol25 structures with the same formula, charge and spin	1.55	kcal per mole

=====

What is the formula in the second record? C41H66GeIN4OP3SW

=====

Copy entry 1 word for word.
Below is the ion C4H13N2O with charge +1 in a non-equilibrium geometry, with properties calculated with ωB97M-V/def2-TZVPD.

XYZ file:
```
20
Properties=species:S:1:pos:R:3:forces:R:3:lowdin_charge:R:1
C 1.392427 1.192368 -0.712761 -2.037 -1.427 -1.417 -0.2161
O 1.783533 2.130294 0.226124 1.923 -2.962 0.906 0.0009
C -0.015289 0.482136 -0.340835 1.441 2.825 0.028 -0.3144
C -0.125059 -0.835073 -1.081865 -1.022 0.215 1.475 -0.1422
C -1.073890 -1.823238 -0.254422 -2.312 -0.845 -2.932 -0.1815
N -2.003609 -1.258517 0.833163 2.316 0.517 -1.036 -0.0205
N 0.163841 0.128920 1.094902 2.081 1.000 3.838 0.1171
H 2.100638 0.301065 -0.854195 -0.393 1.811 0.275 0.1496
H 1.114991 1.702364 -1.664077 0.945 -0.596 0.160 0.1412
H 1.283627 2.869136 0.059021 -1.561 3.126 -0.405 0.0597
H -0.825586 1.287756 -0.527502 0.923 -1.753 0.608 0.1847
H 0.859407 -1.330634 -1.126067 -0.302 0.334 -0.113 0.1168
H -0.420315 -0.544470 -2.093580 -0.318 -0.702 0.074 0.1299
H -0.401836 -2.655883 0.085863 -1.154 0.788 0.261 0.1253
H -1.834180 -2.242327 -1.046187 1.823 0.213 1.359 0.1410
H -2.452538 -2.038737 1.255141 -0.762 -0.357 0.284 0.0802
H -2.649293 -0.549430 0.469081 0.116 -0.834 0.081 0.1055
H -0.621996 -0.484609 1.440044 -0.230 -0.229 -0.472 0.0828
H 1.082371 -0.390531 1.028989 -1.183 0.389 0.833 0.1750
H 0.305691 0.843961 2.007322 -0.294 -1.513 -3.807 0.2650
```
Forces are in eV/Å.

Results
molar mass	105.2	g mol⁻¹
SMILES string	NCC[C@@H]([NH3+])CO
HOMO	-13.913	eV
total charge	+1
energy above the lowest of the compared OMol25 structures with the same formula, charge and spin	72.77	kcal per mole